No. 1
A cluster of 2 separate species, C6H10O in total, computed with ωB97M-V/def2-TZVPD.

```
! wB97M-V def2-TZVPD RIJCOSX def2/J DEFGRID3
* xyz 0 1
C -2.05 -0.53 0.32
C -0.86 -0.06 -0.51
O -0.53 1.31 -0.14
C 0.80 1.48 -0.20
C 1.54 0.20 -0.06
C 1.04 -0.75 1.05
C 0.45 -0.82 -0.32
H -2.91 0.12 0.16
H -1.81 -0.54 1.39
H -2.33 -1.54 0.02
H -1.13 -0.03 -1.57
H 1.70 1.66 -1.62
H 1.14 2.44 0.17
H 2.23 0.69 -0.95
H 0.38 -0.40 1.86
H 1.70 -1.55 1.38
H 0.62 -1.69 -0.96
*
```

For the total energy, the calculation gives -309.6690 Eh. The HOMO energy comes out at -8.42 eV. The calculation puts the LUMO energy at 0.036 hartree. The value obtained for the energy above the lowest of the compared OMol25 structures with the same formula, charge and spin is 455.1 kJ/mol. The HOMO-LUMO gap is 9.40 eV.

Löwdin population analysis, charges in e, atoms 1 to 8:
1. C -0.029
2. C -0.308
3. O -0.040
4. C -0.225
5. C -0.239
6. C -0.048
7. C -0.210
8. H 0.084

No. 2
A cluster of 2 separate species, C6H10O in total, computed with ωB97M-V/def2-TZVPD.

```
! wB97M-V def2-TZVPD RIJCOSX def2/J DEFGRID3
* xyz 0 1
C 0.54 1.17 -0.98
C 0.12 1.18 0.29
C 0.48 0.21 1.35
C 0.14 -1.26 1.22
C 1.56 -0.81 1.15
H 0.20 1.93 -1.68
H 1.23 0.43 -1.36
H -0.57 1.97 0.60
H 0.38 0.61 2.36
H -0.36 -1.59 0.31
H -0.19 -1.78 2.12
H 2.22 -1.02 1.98
H 2.05 -0.83 0.18
C -1.94 -0.05 -1.88
O -2.13 -1.11 -1.35
H -2.37 0.90 -1.49
H -1.36 0.05 -2.81
*
```

For the total energy, the calculation gives -309.7665 Eh. The HOMO energy comes out at -9.30 eV. The calculation puts the LUMO energy at 0.034 hartree. The value obtained for the energy above the lowest of the compared OMol25 structures with the same formula, charge and spin is 199.2 kJ/mol. Its structure (SMILES) is C=CC1CC1.C=O. The HOMO-LUMO gap is 10.21 eV.

Löwdin population analysis, charges in e, atoms 1 to 8:
1. C -0.032
2. C -0.149
3. C -0.291
4. C -0.103
5. C -0.125
6. H 0.060
7. H 0.063
8. H 0.103

No. 3
The molecule C6H10O, computed with ωB97M-V/def2-TZVPD.

```
! wB97M-V def2-TZVPD RIJCOSX def2/J DEFGRID3
* xyz 0 1
C 2.07 0.51 -0.18
C 0.86 -0.40 -0.20
C -0.02 -0.73 1.04
C -1.25 -0.38 0.19
O -2.41 -1.12 0.16
C -1.18 1.05 -0.27
C -0.38 -0.01 -0.99
H 2.67 0.42 0.74
H 1.87 1.57 -0.34
H 2.67 0.15 -1.01
H 1.20 -1.36 -0.60
H 0.15 -0.14 1.94
H 0.04 -1.80 1.27
H -3.01 -0.76 0.82
H -2.06 1.37 -0.82
H -0.69 1.83 0.31
H -0.53 -0.21 -2.05
*
```

For the total energy, the calculation gives -309.7890 Eh. The HOMO energy comes out at -9.51 eV. The calculation puts the LUMO energy at 0.035 hartree. The value obtained for the energy above the lowest of the compared OMol25 structures with the same formula, charge and spin is 140.2 kJ/mol. Its structure (SMILES) is C[C@H]1C[C@@]2(O)C[C@@H]12. The HOMO-LUMO gap is 10.46 eV.

Löwdin population analysis, charges in e, atoms 1 to 8:
1. C -0.061
2. C -0.321
3. C -0.050
4. C -0.471
5. O 0.037
6. C -0.029
7. C -0.149
8. H 0.076

No. 4
A structure of composition C6H10O, computed with ωB97M-V/def2-TZVPD.

```
! wB97M-V def2-TZVPD RIJCOSX def2/J DEFGRID3
* xyz 0 1
O 1.99 -1.12 0.89
C 1.32 -0.53 -0.21
C -0.13 -1.24 -0.39
C -1.17 -0.45 0.31
C -1.35 0.90 -0.27
C 0.04 1.59 -0.40
C 1.21 0.96 -0.14
H 2.47 -0.40 1.34
H 1.87 -0.77 -1.14
H -0.08 -2.29 -0.07
H -0.31 -1.20 -1.48
H -0.44 -0.03 1.44
H -1.99 -0.95 0.83
H -1.68 0.82 -1.32
H -2.09 1.52 0.25
H 0.00 2.62 -0.79
H 0.25 0.53 1.41
*
```

For the total energy, the calculation gives -309.6182 Eh. The HOMO energy (spin up / spin down) comes out at -7.11 / -7.52 eV. The calculation puts the LUMO energy (spin up / spin down) at -0.019 / -0.010 hartree. The value obtained for the energy above the lowest of the compared OMol25 structures with the same formula, charge and spin is 588.5 kJ/mol. The HOMO-LUMO gap (spin up / spin down) is 6.59 / 7.26 eV.

Löwdin population analysis, charges in e, atoms 1 to 8:
1. O -0.061
2. C -0.432
3. C -0.132
4. C -0.197
5. C -0.218
6. C -0.137
7. C -0.053
8. H 0.089